Entry from the Open Molecules 2025 dataset: C2H4INS as an isolated structure (wB97M-V/def2-TZVPD).

## Properties
net charge = 0
LUMO level (alpha / beta) = -1.451 / -1.492 eV
energy above the lowest of the compared OMol25 structures with the same formula, charge and spin = 66.48 kcal per mole

Each line ends with the Löwdin charge.
Positions of all 9 atoms, in Å:
I -2.464 0.249 -0.105  1.053
S -0.877 -1.842 -0.022  0.360
N -0.890 1.272 0.458  -0.563
C 0.250 0.768 -0.203  -0.533
C 0.526 -0.730 0.204  -0.632
H 1.103 1.369 0.131  0.108
H 1.328 -1.121 -0.416  0.060
H 0.819 -0.769 1.253  0.055
H 0.204 0.804 -1.300  0.092